No. 1
Molecular formula: C20H44NOS3
Method: DFT, wB97M-V/def2-TZVPD

```
69
Properties=species:S:1:pos:R:3:forces:R:3
S 1.179953 -1.530618 5.848443 0.3 2.3 -2.6
C 1.487214 -0.502361 4.489285 1.0 -1.4 2.9
S 0.092223 -0.111385 3.302517 1.0 0.5 0.4
C -1.554952 0.082667 4.173540 -1.6 -0.9 0.5
C -2.256089 1.533069 3.861428 -0.4 -0.3 0.3
C -1.757484 2.765937 4.819732 -1.0 1.8 -1.9
S -0.293417 2.377574 5.921503 0.3 0.4 0.0
N 2.912434 -0.004366 4.332580 -3.7 1.1 -1.4
C 3.151586 0.649113 2.982618 1.3 0.6 -1.0
C 2.684823 2.218438 2.899563 -0.4 0.1 -1.6
O 3.096403 3.055558 4.036734 0.1 -1.9 0.7
C 3.976258 2.339697 4.973377 1.3 -0.7 -0.3
C 3.331851 0.903568 5.479297 0.8 1.1 1.2
H -2.278432 -0.741074 3.705455 1.7 1.8 1.0
H -1.482537 -0.187282 5.322658 0.0 0.7 -2.3
H -2.137202 1.886783 2.743375 0.0 -1.0 2.3
H -3.424226 1.395780 4.053638 2.6 0.3 -0.4
H -2.657893 3.163218 5.465169 2.2 -1.0 -0.8
H -1.430550 3.671800 4.123263 -0.6 -1.9 1.6
H 0.806943 2.152842 5.034295 -1.2 0.8 0.7
H 0.041839 3.630432 6.525870 -0.3 -1.3 -1.2
H 4.332066 0.620994 2.806028 -2.6 0.1 0.4
H 2.704066 0.017712 2.073705 0.7 1.4 2.2
H 3.143977 2.682667 1.903026 -0.8 -1.0 2.1
H 1.506625 2.360104 2.789426 2.5 -0.6 0.3
H 5.012401 2.161538 4.409416 -2.1 0.2 1.4
H 4.222530 3.024213 5.911612 -0.9 -1.4 -2.1
H 4.154140 0.350183 6.124341 -1.9 1.2 -1.2
H 2.404511 1.192143 6.168610 2.0 -0.9 -1.3
C 1.740979 -1.193577 -4.339438 -0.1 -0.1 -0.1
C 1.528388 0.282423 -4.037800 0.1 0.1 0.0
C 2.435558 0.809419 -2.923524 0.0 0.1 0.0
C 2.231351 0.161012 -1.548305 0.0 -0.2 -0.1
C 0.814282 0.260139 -0.979465 0.1 -0.1 0.0
C 0.360926 1.691006 -0.737101 -0.2 0.0 0.0
H 1.496666 -1.821259 -3.477834 0.0 0.0 -0.1
H 1.098120 -1.503773 -5.169290 0.1 0.0 0.1
H 2.779589 -1.387089 -4.625689 -0.1 0.0 0.1
H 0.475589 0.459449 -3.792615 0.0 0.0 0.0
H 1.731707 0.855715 -4.949951 -0.1 0.0 0.1
H 2.293575 1.892973 -2.839171 0.0 -0.1 0.0
H 3.481945 0.665875 -3.220107 -0.1 0.0 0.0
H 2.930978 0.626302 -0.842235 0.0 0.0 0.0
H 2.515918 -0.896816 -1.598888 0.0 0.1 0.0
H 0.786128 -0.280184 -0.025039 0.0 -0.1 -0.1
H 0.099805 -0.244968 -1.638920 0.1 0.0 0.0
H 1.039649 2.203780 -0.047399 0.0 0.0 -0.1
H -0.640633 1.698762 -0.292998 0.1 0.1 -0.1
H 0.314949 2.263788 -1.666727 0.0 0.0 0.1
C -4.880105 -1.775020 -5.354019 -0.2 0.0 0.0
C -3.919593 -1.146488 -4.355460 0.1 0.1 -0.1
C -2.468238 -1.592080 -4.548614 0.1 0.0 0.1
C -2.209806 -3.091509 -4.352939 -0.1 0.0 -0.1
C -2.614338 -3.655085 -2.989039 0.1 -0.1 -0.1
C -1.848129 -3.037083 -1.830312 0.0 -0.1 0.2
H -4.919005 -2.862755 -5.247453 0.0 0.1 -0.1
H -5.892185 -1.389361 -5.195573 0.1 -0.1 -0.1
H -4.584810 -1.537837 -6.380977 0.0 -0.1 0.1
H -4.255916 -1.363085 -3.335747 0.1 0.0 0.0
H -3.965221 -0.056949 -4.468792 0.0 -0.1 0.1
H -1.832155 -1.021051 -3.862547 0.0 0.0 0.0
H -2.143652 -1.315596 -5.559403 0.0 0.0 0.1
H -1.140157 -3.278964 -4.511745 -0.1 0.0 0.0
H -2.732184 -3.655858 -5.134710 0.1 0.1 0.1
H -2.427743 -4.736215 -2.992386 -0.1 0.1 0.0
H -3.690602 -3.530222 -2.826083 0.1 0.0 -0.1
H -0.769979 -3.185549 -1.952141 -0.1 0.1 0.0
H -2.148846 -3.506167 -0.886946 0.1 0.1 -0.1
H -2.041866 -1.965047 -1.743118 0.0 0.0 0.0
```
Forces are in eV/Å.

Computed properties:
- Charge: +1
- Total energy: -57484.6612 eV

---

No. 2
Molecular formula: C6H16N2
Method: DFT, wB97M-V/def2-TZVPD

```
24
Properties=species:S:1:pos:R:3:forces:R:3
C 2.187094 -2.089061 -0.140866 3.0 3.4 3.0
N 3.026512 -1.237215 0.382103 -3.3 -4.0 -1.4
C 1.428181 1.995375 -0.807638 -4.3 0.7 -0.9
C 2.305564 1.443129 0.179786 3.1 -1.2 1.5
C -1.394303 0.861077 -0.710725 -4.6 -4.1 2.1
N -1.867534 -0.047673 0.461867 -0.5 0.2 -2.0
C -0.872403 -0.963087 0.754707 3.3 -0.9 0.2
C -3.189067 -0.819268 0.413396 1.3 1.3 -0.9
H 2.364372 -2.305616 -1.188873 -0.6 -0.6 -0.4
H 1.322523 -2.503345 0.518860 0.9 0.2 -1.2
H 0.438311 2.029475 -0.296653 0.8 2.7 1.1
H 1.516105 2.844071 -1.523169 0.3 -0.9 0.7
H 0.681443 1.195053 -1.063623 1.2 -1.0 -2.6
H 2.284050 1.977315 1.140998 -0.2 -0.2 0.0
H 1.997367 0.380527 0.282801 0.4 1.4 0.5
H 3.407184 1.387023 -0.032904 -1.0 0.0 -0.3
H -2.229185 0.539206 -1.377904 0.9 1.4 -0.7
H -1.403539 1.865434 -0.364212 0.7 1.1 0.0
H -0.547958 -1.702711 -0.072573 -1.1 0.5 0.5
H -1.091435 -1.595147 1.637355 0.5 0.7 -0.1
H 0.090881 -0.387016 0.684333 -0.4 -0.5 1.3
H -3.574255 -0.970240 1.449307 0.5 -0.2 -0.8
H -3.864641 -0.166357 -0.122654 -0.5 0.0 0.0
H -3.015265 -1.730938 -0.203730 -0.4 0.3 0.8
```
Forces are in eV/Å.

Computed properties:
- Energy above the lowest of the compared OMol25 structures with the same formula, charge and spin: 282.9 kcal per mole

---

No. 3
Molecular formula: C12H26ClINP2SY
Method: DFT, wB97M-V/def2-TZVPD

```
45
Properties=species:S:1:pos:R:3:forces:R:3
C -1.693460 0.239360 -6.122286 0.5 -0.2 -0.6
I -1.586367 0.369532 -3.817304 -0.5 -0.1 -1.5
H -0.670046 0.315667 -6.511663 -0.2 0.0 0.7
H -2.301352 1.051916 -6.530473 0.0 0.1 0.9
H -2.130334 -0.718787 -6.418880 0.1 0.1 0.8
Y -0.221889 0.233876 -0.934161 0.1 0.0 -0.1
P 0.143577 2.812290 -0.706659 0.1 0.5 0.2
C -1.485560 3.631237 -0.623318 0.4 0.6 0.0
C 1.211517 3.446234 0.625816 0.0 0.2 -0.1
H 1.333617 4.540850 0.455501 0.1 -0.7 0.5
H 1.060261 4.325500 -2.333670 0.0 -0.8 -0.5
H 2.177498 2.896641 0.581788 -0.5 0.6 -0.1
H 1.887991 2.674465 -2.386115 -0.5 0.6 0.1
H -1.958382 3.364916 0.343152 0.3 0.4 -0.5
H 0.725655 3.214227 1.599276 0.3 0.5 -0.6
C 0.919367 3.218084 -2.326704 0.1 0.3 0.4
H -1.290484 4.728068 -0.724168 -0.7 -0.8 0.1
H 0.269879 2.850815 -3.151395 0.4 0.6 0.5
H -2.124214 3.242820 -1.442953 0.3 0.5 0.3
P 0.152910 -2.298418 -0.333831 0.3 -0.6 0.5
C -1.464255 -3.119811 -0.117373 0.3 -0.6 0.1
C 0.943417 -2.955869 -1.865344 0.0 -0.2 0.4
H 2.182840 -2.197806 0.961488 -0.5 -0.5 0.0
H 1.352248 -3.848858 1.072216 0.1 0.8 0.3
H 0.767134 -2.379000 2.029211 0.2 -0.5 -0.7
C 1.223314 -2.743627 1.080307 0.0 -0.1 0.0
H 1.909581 -2.419780 -2.007897 -0.6 -0.6 0.2
H 1.090200 -4.052736 -1.711914 0.0 0.8 -0.5
H -1.267703 -4.219941 -0.054896 -0.7 0.8 0.0
H -2.107733 -2.862961 -0.981229 0.3 -0.4 0.4
H 0.289874 -2.727527 -2.735012 0.4 -0.4 0.5
H -1.949459 -2.719868 0.799911 0.3 -0.4 -0.6
Cl 2.299406 0.245257 -0.717744 -0.7 0.0 -0.1
S -1.771539 0.488171 1.538356 0.2 -0.1 -0.6
C -0.718852 -0.109819 2.758286 1.2 -0.9 1.1
N -1.172944 -1.113246 3.600097 -0.8 0.5 -0.9
C -0.463699 -1.711391 4.592762 0.8 1.2 -0.6
C 0.836887 -1.293564 4.823712 -0.9 0.0 -0.6
C 1.369866 -0.278585 4.002141 -0.5 -0.1 0.1
C 0.624942 0.309862 2.998487 -1.3 -0.2 -0.4
H -2.156856 -1.403013 3.424721 1.0 0.2 0.3
H -0.991732 -2.460842 5.139897 -0.1 -0.3 0.3
H 1.405069 -1.735076 5.619924 0.2 -0.1 0.1
H 2.370750 0.068270 4.171978 0.4 0.0 0.1
H 0.979049 1.102452 2.335976 0.2 -0.3 0.4
```
Forces are in eV/Å.

Computed properties:
- Charge: +2
- Total energy: -65423.6379 eV

---

No. 4
Molecular formula: C4H5F3O2Sn
Method: DFT, wB97M-V/def2-TZVPD

```
15
Properties=species:S:1:pos:R:3:forces:R:3
Sn -8.563424 -7.136267 -20.557025 0.0 0.0 0.0
C -11.883330 -1.682321 -12.343556 -0.5 -0.4 -1.0
C -11.690557 -1.962289 -13.834125 1.3 0.3 0.1
O -12.931343 -1.829847 -14.590883 0.2 -1.1 -1.3
C -12.927031 -2.259288 -15.848790 3.0 -2.3 -0.3
O -11.954238 -2.764709 -16.497952 -3.4 1.9 2.3
C -14.369178 -2.145723 -16.405716 -0.3 1.2 -0.2
F -15.249455 -2.336993 -15.452487 -0.4 -1.0 0.4
F -14.489279 -0.873992 -16.749670 0.2 1.1 -0.6
F -14.651377 -2.869899 -17.470720 0.4 -0.7 0.2
H -12.384623 -2.511729 -11.844661 -0.3 0.0 -0.2
H -12.498950 -0.788257 -12.244733 0.5 0.1 0.5
H -10.892777 -1.668865 -11.888912 -0.1 0.6 0.0
H -11.185294 -2.921019 -13.950942 -0.7 -0.4 -0.4
H -11.016411 -1.286304 -14.360113 0.1 0.4 0.5
```
Forces are in eV/Å.

Computed properties:
- Charge: +2
- Energy above the lowest of the compared OMol25 structures with the same formula, charge and spin: 55.2 kcal per mole

---

No. 5
Molecular formula: C15H10Cl3N5O5Pt
Method: DFT, wB97M-V/def2-TZVPD

```
39
Properties=species:S:1:pos:R:3:forces:R:3
Pt 0.606265 0.225415 0.370694 0.3 1.1 -0.1
Cl -5.307278 -0.804032 -3.893714 0.0 0.0 0.0
C -4.031254 -0.252303 -2.846863 0.0 0.0 0.0
C -3.179081 -1.167386 -2.262776 0.0 0.0 0.0
C -2.175139 -0.712525 -1.426779 0.2 0.1 0.1
Cl -1.116959 -1.877164 -0.693096 -0.2 -0.5 -0.1
C -1.972352 0.646100 -1.128033 -0.1 0.0 0.0
O -1.068842 1.142925 -0.315918 -0.1 -0.7 0.1
C -2.866694 1.527856 -1.768518 0.0 0.0 0.1
Cl -2.683572 3.226944 -1.468288 0.0 0.0 0.0
C -3.878923 1.101566 -2.602801 0.0 0.0 0.0
H -3.291415 -2.225469 -2.449594 0.0 0.0 0.0
H -4.541173 1.822973 -3.059465 0.0 0.0 0.0
O 2.705991 0.194966 0.687367 -0.3 -0.7 0.0
C 2.862154 0.155034 -0.572921 0.0 0.0 -0.1
O 1.802321 0.173641 -1.287478 0.0 0.2 0.1
C 4.192510 0.084915 -1.197912 0.0 0.0 0.0
C 5.320464 0.339801 -0.432265 0.0 0.0 0.0
C 6.596749 0.297116 -0.995947 0.0 0.0 0.0
C 6.670053 -0.016513 -2.330091 0.0 0.0 0.0
O 7.785040 -0.126046 -3.103477 0.0 0.0 0.0
C 7.330727 -0.454053 -4.419518 0.0 0.0 0.0
O 5.911390 -0.574351 -4.375771 0.0 0.0 0.0
C 5.541487 -0.280284 -3.091928 0.0 0.0 0.0
C 4.282846 -0.231639 -2.563857 0.0 0.0 0.0
H 5.196005 0.576899 0.615056 0.0 0.0 0.0
H 7.485964 0.498814 -0.416294 0.0 0.0 0.0
H 7.769141 -1.404668 -4.726163 0.0 0.0 0.0
H 7.610414 0.346020 -5.107471 0.0 0.0 0.0
H 3.395091 -0.422909 -3.149185 0.0 0.0 0.0
N 0.901792 -0.442900 5.390182 0.2 0.2 0.1
N 0.279881 -0.015604 4.241943 -0.1 0.0 0.1
N -0.546196 1.009470 4.244452 0.0 -0.1 0.0
C -0.827892 1.111692 2.956304 -0.5 -0.1 -0.2
N -0.202516 0.168622 2.242325 1.1 0.3 0.1
N 0.530733 -0.542339 3.096574 -0.3 0.0 0.0
H 0.250697 -0.366096 6.159866 -0.1 -0.1 0.0
H 1.245665 -1.382037 5.240040 -0.1 -0.1 0.0
H -1.520793 1.820247 2.537320 0.1 0.1 -0.1
```
Forces are in eV/Å.

Computed properties:
- Energy above the lowest of the compared OMol25 structures with the same formula, charge and spin: 11.3 kcal per mole

---

No. 6
Molecular formula: C5H6I2
Method: DFT, wB97M-V/def2-TZVPD

```
13
Properties=species:S:1:pos:R:3:forces:R:3
C 1.404900 -0.468375 -0.719578 3.5 1.9 -1.2
C 0.282596 -0.725852 -0.175520 -3.3 -1.4 0.4
C 0.522174 -0.081708 -1.979883 0.7 -1.2 2.1
C -0.653084 -0.746267 -1.215574 -1.8 -0.1 0.6
C -0.626300 0.703475 2.114143 -0.1 -2.0 -2.5
I -0.085009 -1.470471 1.979937 0.0 1.5 0.0
I -2.557157 0.173282 -0.891963 0.2 0.1 -0.2
H 2.425133 -0.539519 -0.410774 0.4 -0.2 -0.4
H 0.533042 0.959381 -2.169186 -0.3 0.9 -0.3
H 0.690920 -0.749659 -2.779728 0.7 -0.3 -1.2
H -1.673399 0.614083 1.836847 0.3 0.7 0.0
H 0.077217 1.180237 1.442930 -0.5 -0.4 -1.0
H -0.341033 1.151393 2.968348 0.2 0.7 3.8
```
Forces are in eV/Å.

Computed properties:
- Energy above the lowest of the compared OMol25 structures with the same formula, charge and spin: 124.1 kcal per mole

---

Repeat the third record exactly.
Molecular formula: C12H26ClINP2SY
Method: DFT, wB97M-V/def2-TZVPD

```
45
Properties=species:S:1:pos:R:3:forces:R:3
C -1.693460 0.239360 -6.122286 0.5 -0.2 -0.6
I -1.586367 0.369532 -3.817304 -0.5 -0.1 -1.5
H -0.670046 0.315667 -6.511663 -0.2 0.0 0.7
H -2.301352 1.051916 -6.530473 0.0 0.1 0.9
H -2.130334 -0.718787 -6.418880 0.1 0.1 0.8
Y -0.221889 0.233876 -0.934161 0.1 0.0 -0.1
P 0.143577 2.812290 -0.706659 0.1 0.5 0.2
C -1.485560 3.631237 -0.623318 0.4 0.6 0.0
C 1.211517 3.446234 0.625816 0.0 0.2 -0.1
H 1.333617 4.540850 0.455501 0.1 -0.7 0.5
H 1.060261 4.325500 -2.333670 0.0 -0.8 -0.5
H 2.177498 2.896641 0.581788 -0.5 0.6 -0.1
H 1.887991 2.674465 -2.386115 -0.5 0.6 0.1
H -1.958382 3.364916 0.343152 0.3 0.4 -0.5
H 0.725655 3.214227 1.599276 0.3 0.5 -0.6
C 0.919367 3.218084 -2.326704 0.1 0.3 0.4
H -1.290484 4.728068 -0.724168 -0.7 -0.8 0.1
H 0.269879 2.850815 -3.151395 0.4 0.6 0.5
H -2.124214 3.242820 -1.442953 0.3 0.5 0.3
P 0.152910 -2.298418 -0.333831 0.3 -0.6 0.5
C -1.464255 -3.119811 -0.117373 0.3 -0.6 0.1
C 0.943417 -2.955869 -1.865344 0.0 -0.2 0.4
H 2.182840 -2.197806 0.961488 -0.5 -0.5 0.0
H 1.352248 -3.848858 1.072216 0.1 0.8 0.3
H 0.767134 -2.379000 2.029211 0.2 -0.5 -0.7
C 1.223314 -2.743627 1.080307 0.0 -0.1 0.0
H 1.909581 -2.419780 -2.007897 -0.6 -0.6 0.2
H 1.090200 -4.052736 -1.711914 0.0 0.8 -0.5
H -1.267703 -4.219941 -0.054896 -0.7 0.8 0.0
H -2.107733 -2.862961 -0.981229 0.3 -0.4 0.4
H 0.289874 -2.727527 -2.735012 0.4 -0.4 0.5
H -1.949459 -2.719868 0.799911 0.3 -0.4 -0.6
Cl 2.299406 0.245257 -0.717744 -0.7 0.0 -0.1
S -1.771539 0.488171 1.538356 0.2 -0.1 -0.6
C -0.718852 -0.109819 2.758286 1.2 -0.9 1.1
N -1.172944 -1.113246 3.600097 -0.8 0.5 -0.9
C -0.463699 -1.711391 4.592762 0.8 1.2 -0.6
C 0.836887 -1.293564 4.823712 -0.9 0.0 -0.6
C 1.369866 -0.278585 4.002141 -0.5 -0.1 0.1
C 0.624942 0.309862 2.998487 -1.3 -0.2 -0.4
H -2.156856 -1.403013 3.424721 1.0 0.2 0.3
H -0.991732 -2.460842 5.139897 -0.1 -0.3 0.3
H 1.405069 -1.735076 5.619924 0.2 -0.1 0.1
H 2.370750 0.068270 4.171978 0.4 0.0 0.1
H 0.979049 1.102452 2.335976 0.2 -0.3 0.4
```
Forces are in eV/Å.

Computed properties:
- Charge: +2
- Total energy: -65423.6379 eV